Density functional theory data (ωB97M-V/def2-TZVPD) for 2 unconnected molecules or ions with the total composition C8H11NO3P at a distorted geometry.

Max |F| (eV Å⁻¹): 1.1
LUMO level (spin up / spin down) (eV): 3.5200 / 3.5200
Orbital gap (spin up / spin down) (eV): 6.3 / 6.3

Geometry as ORCA input:
```
! wB97M-V def2-TZVPD RIJCOSX def2/J DEFGRID3
* xyz -1 1
C -0.5730 -2.4268 -0.2337
C 0.3663 -2.5494 0.8085
C -0.5594 -1.3424 -1.0709
C 1.3712 -1.6250 0.9211
C 0.3532 -0.2898 -0.8641
C 1.4153 -0.5598 0.0252
C -2.0311 0.6914 0.4458
C -0.6109 2.4140 -0.4514
N -0.6693 1.1919 0.3424
O 2.8041 1.5890 -1.0474
O 3.8780 0.3702 0.9304
O -0.0228 1.3018 1.5118
P 2.7533 0.5551 -0.0010
H -1.2942 -3.2206 -0.3893
H 0.3065 -3.3939 1.4826
H -1.2692 -1.2820 -1.8881
H 2.1493 -1.7055 1.6649
H 0.5272 0.4502 -1.6271
H -2.4125 0.4950 -0.5591
H -2.0176 -0.2381 1.0112
H -2.6998 1.4057 0.9453
H 0.4248 2.7452 -0.4752
H -0.9596 2.2132 -1.4672
H -1.2295 3.2106 -0.0149
*
```

The computed Löwdin charges, all in e, follow:
1. C -0.12
2. C -0.12
3. C -0.13
4. C -0.10
5. C -0.15
6. C -0.34
7. C -0.09
8. C -0.09
9. N -0.47
10. O -0.33
11. O -0.34
12. O -0.25
13. P 0.62
14. H 0.09
15. H 0.08
16. H 0.10
17. H 0.10
18. H 0.10
19. H 0.07
20. H 0.08
21. H 0.08
22. H 0.07
23. H 0.08
24. H 0.08

=====

Density functional theory data (ωB97M-V/def2-TZVPD) for 2 unconnected molecules or ions with the total composition C9H21N2 at a distorted geometry.

Max |F| (eV Å⁻¹): 5.2
LUMO level (eV): -4.9555
Orbital gap (eV): 7.9

Geometry as ORCA input:
```
! wB97M-V def2-TZVPD RIJCOSX def2/J DEFGRID3
* xyz 1 1
C 2.1422 1.0776 -0.9797
C 2.8911 0.1226 0.0362
C 3.1408 -1.3129 -0.2651
C -3.2741 0.2493 0.1761
C -1.3779 1.7017 -0.9002
C -0.5611 -1.0768 1.5889
C -0.5198 -1.4503 -0.8215
C -1.7119 0.6566 0.1871
C -0.8418 -0.5289 0.1901
N 1.2722 1.5709 1.2493
N 1.5207 0.5406 0.2198
H 2.3174 2.1315 -1.0106
H 1.7647 0.5547 -1.8139
H 3.7395 0.6982 0.3919
H 4.1469 -1.6557 -0.5501
H 2.7370 -1.4422 -1.2758
H 2.7592 -2.0242 0.4310
H -3.4647 -0.3854 -0.6867
H -3.6775 -0.1213 1.0741
H -3.8138 1.2134 -0.0115
H -1.9306 1.2424 -1.7017
H -1.7024 2.7421 -0.7119
H -0.3079 1.5836 -1.0837
H 0.3694 -0.6546 1.9991
H -1.3014 -0.8899 2.3485
H -0.4581 -2.1177 1.6272
H -1.4571 -1.8421 -1.2258
H 0.1526 -2.1717 -0.5931
H -0.1465 -1.0451 -1.8223
H -1.5853 1.1422 1.1785
H 0.8837 2.2997 0.7070
H 2.1959 1.8648 1.5545
*
```

The computed Löwdin charges, all in e, follow:
1. C -0.06
2. C -0.27
3. C -0.05
4. C 0.01
5. C -0.03
6. C 0.00
7. C -0.01
8. C -0.36
9. C -0.15
10. N 0.09
11. N -0.17
12. H 0.11
13. H 0.08
14. H 0.14
15. H 0.10
16. H 0.08
17. H 0.07
18. H 0.08
19. H 0.06
20. H 0.11
21. H 0.08
22. H 0.11
23. H 0.05
24. H 0.10
25. H 0.10
26. H 0.08
27. H 0.14
28. H 0.06
29. H 0.15
30. H 0.14
31. H 0.05
32. H 0.09

=====

Density functional theory data (ωB97M-V/def2-TZVPD) for 3 unconnected molecules or ions with the total composition H6O3 at a distorted geometry.

Max |F| (eV Å⁻¹): 2.6
LUMO level (eV): 0.4330
Orbital gap (eV): 11.1
Structure (SMILES): O.O.O

Geometry as ORCA input:
```
! wB97M-V def2-TZVPD RIJCOSX def2/J DEFGRID3
* xyz 0 1
O -22.9466 6.5917 -0.6580
H -23.6497 6.2646 -1.2305
H -23.1544 7.5359 -0.6725
O -25.1014 6.2551 -2.2052
H -25.5751 7.0372 -2.0395
H -24.6025 6.3938 -3.0286
O -23.8343 6.5512 -4.5830
H -22.9645 6.2249 -4.5104
H -23.7326 7.1787 -5.2507
*
```

The computed Löwdin charges, all in e, follow:
1. O -0.09
2. H -0.04
3. H 0.03
4. O -0.04
5. H 0.03
6. H 0.00
7. O 0.02
8. H 0.05
9. H 0.03

=====

Density functional theory data (ωB97M-V/def2-TZVPD) for CH4FOP in the gas phase at a distorted geometry.

Max |F| (eV Å⁻¹): 3.4
LUMO level (eV): 0.8577
Orbital gap (eV): 10.6
Structure (SMILES): OCPF

Geometry as ORCA input:
```
! wB97M-V def2-TZVPD RIJCOSX def2/J DEFGRID3
* xyz 0 1
O 1.2541 -0.8357 -0.6681
C 0.6909 0.0580 0.2416
P -1.2817 -0.1730 -0.0291
F -1.6055 0.9795 -1.1516
H 0.6570 -1.5683 -0.8974
H 0.7762 -0.1994 1.3378
H 0.9688 1.1502 0.1288
H -1.4598 0.5887 1.0380
*
```

The computed Löwdin charges, all in e, follow:
1. O -0.17
2. C -0.43
3. P 0.90
4. F -0.40
5. H 0.06
6. H 0.07
7. H 0.10
8. H -0.12

=====

Density functional theory data (ωB97M-V/def2-TZVPD) for a molecular structure, C31H44BrCaN3OP2 at a distorted geometry.

Max |F| (eV Å⁻¹): 2.8
LUMO level (eV): -6.2530
Orbital gap (eV): 7.2

Geometry as ORCA input:
```
! wB97M-V def2-TZVPD RIJCOSX def2/J DEFGRID3
* xyz 2 1
C 0.0243 -5.0212 0.6507
C 1.2853 -4.5369 0.2483
C 1.7896 -4.8061 -1.0334
C 0.9431 -5.4744 -1.9162
N -0.2853 -5.8557 -1.5600
C -0.7379 -5.6751 -0.3172
C 2.0593 -3.7606 1.1433
C 2.4910 -2.9699 1.9734
C 2.6473 -1.7293 2.6774
C 2.0700 -0.5781 2.0653
C 1.8276 0.5546 2.8258
C 2.2353 0.5255 4.1667
C 3.0589 -0.4529 4.7133
C 3.2302 -1.6193 3.9444
Ca -0.4792 0.5024 1.7831
P -1.5603 -0.8079 -1.1532
H 2.7616 -4.4087 -1.3246
H -0.3558 -4.7836 1.6448
H 1.3063 -5.6941 -2.9167
H -1.7167 -6.0568 -0.0364
H 3.7442 -2.4913 4.3346
H 1.9997 -0.5065 0.9744
H 3.5059 -0.3605 5.6945
H 1.3329 1.4952 2.4389
C -2.5103 0.3905 -2.2230
C -2.8580 0.0185 -3.6642
H -1.8732 1.2913 -2.2167
H -3.4201 0.6459 -1.6557
H -3.3296 0.8859 -4.1500
H -1.9685 -0.2301 -4.2575
H -3.5780 -0.8095 -3.7350
C -0.4638 -1.6799 -2.4026
C -1.0485 -2.8026 -3.2578
H 0.3590 -2.0987 -1.7982
H -0.0160 -0.9053 -3.0498
H -0.2951 -3.1502 -3.9802
H -1.3060 -3.6861 -2.6599
H -1.9282 -2.5074 -3.8457
C -2.8233 -2.1060 -0.7006
C -3.9893 -2.3853 -1.6484
H -3.2371 -1.7413 0.2556
H -2.2780 -3.0382 -0.4799
H -4.6919 -3.0862 -1.1749
H -4.5698 -1.4836 -1.8805
H -3.6907 -2.8530 -2.5973
Br 1.3871 1.9280 5.2014
P 1.5406 1.4916 -1.1503
C 1.5218 1.4195 -2.9887
C 2.0851 2.6353 -3.7233
H 0.4480 1.3081 -3.2302
H 2.0366 0.4980 -3.3075
H 1.8649 2.5364 -4.7951
H 1.6279 3.5751 -3.3869
H 3.1780 2.7238 -3.6288
C 1.6252 3.2948 -0.6986
C 3.0029 3.9558 -0.6131
H 1.1423 3.3749 0.2932
H 0.9843 3.8418 -1.4058
H 2.9017 4.9680 -0.1905
H 3.6889 3.4092 0.0459
H 3.4953 4.0667 -1.5915
C 3.2346 0.8417 -0.6860
C 4.3758 0.9804 -1.6868
H 3.1251 -0.2503 -0.5578
H 3.5462 1.2756 0.2809
H 5.2550 0.4261 -1.3265
H 4.1239 0.5464 -2.6586
H 4.7052 2.0103 -1.8592
N -3.3374 3.2455 6.2256
C -2.5233 2.6259 5.3237
O -1.5018 2.0423 5.6895
C -2.8837 2.7544 3.8655
C -3.5092 3.8671 3.2559
C -3.4575 3.9974 1.8573
C -2.6891 3.0746 1.1333
N -2.1697 1.9632 1.7093
C -2.3807 1.7298 3.0416
H -3.2281 2.9790 7.1982
H -4.2538 3.5030 5.9112
H -4.0518 4.6343 3.8030
H -3.9709 4.7774 1.2829
H -2.4944 3.0955 0.0609
H -2.1054 0.6960 3.4070
*
```

The computed Löwdin charges, all in e, follow:
1. C -0.01
2. C -0.25
3. C -0.01
4. C -0.13
5. N 0.07
6. C -0.13
7. C 0.05
8. C 0.06
9. C -0.21
10. C -0.12
11. C -0.30
12. C -0.61
13. C -0.04
14. C 0.03
15. Ca 1.32
16. P 0.89
17. H 0.12
18. H 0.12
19. H 0.12
20. H 0.12
21. H 0.14
22. H 0.06
23. H 0.13
24. H 0.06
25. C -0.43
26. C -0.14
27. H 0.05
28. H 0.07
29. H 0.09
30. H 0.07
31. H 0.06
32. C -0.40
33. C -0.14
34. H 0.06
35. H 0.05
36. H 0.09
37. H 0.05
38. H 0.06
39. C -0.42
40. C -0.15
41. H 0.05
42. H 0.06
43. H 0.08
44. H 0.07
45. H 0.06
46. Br 0.85
47. P 0.93
48. C -0.42
49. C -0.13
50. H 0.05
51. H 0.08
52. H 0.09
53. H 0.07
54. H 0.07
55. C -0.43
56. C -0.14
57. H 0.04
58. H 0.07
59. H 0.08
60. H 0.06
61. H 0.07
62. C -0.43
63. C -0.14
64. H 0.06
65. H 0.07
66. H 0.09
67. H 0.07
68. H 0.07
69. N 0.20
70. C -0.47
71. O -0.04
72. C -0.08
73. C 0.05
74. C 0.01
75. C -0.08
76. N -0.14
77. C -0.13
78. H 0.14
79. H 0.10
80. H 0.14
81. H 0.13
82. H 0.12
83. H 0.12

=====

Density functional theory data (ωB97M-V/def2-TZVPD) for a molecular structure, C30H19BrN4ORuSe at a distorted geometry.

Max |F| (eV Å⁻¹): 1.3
LUMO level (spin up / spin down) (eV): -3.7989 / -5.1890
Orbital gap (spin up / spin down) (eV): 6.1 / 5.5

Geometry as ORCA input:
```
! wB97M-V def2-TZVPD RIJCOSX def2/J DEFGRID3
* xyz 1 6
Ru 0.0197 -0.7282 -0.3722
Br 2.7957 -5.3279 -5.5336
C 2.4212 -4.0384 -4.2014
C 3.3152 -2.9771 -3.9917
C 3.0541 -2.0335 -3.0351
C 1.8751 -2.0753 -2.2568
O 1.6660 -1.1185 -1.4034
C 0.9783 -3.1682 -2.4683
C -0.2369 -3.3454 -1.7554
N -0.7373 -2.5598 -0.8439
C -1.9540 -2.8735 -0.1933
C -2.6980 -4.0221 -0.3442
C -3.8873 -4.2195 0.3742
C -4.3244 -3.2848 1.2700
C -3.5846 -2.1004 1.4660
C -3.9636 -1.1111 2.3985
C -3.1974 0.0138 2.5307
C -2.0645 0.1700 1.7273
N -1.6680 -0.7319 0.8443
C -2.4087 -1.8834 0.7144
C 1.2888 -4.1397 -3.4473
H 4.2112 -2.9103 -4.5940
H 3.7323 -1.2089 -2.8580
H -0.7886 -4.2394 -2.0312
H -2.3805 -4.8072 -1.0155
H -4.4536 -5.1268 0.2169
H -5.2326 -3.4382 1.8378
H -4.8518 -1.2657 2.9975
H -3.4556 0.7866 3.2404
H -1.4659 1.0655 1.7997
H 0.6108 -4.9703 -3.6000
Se 3.9973 0.7864 0.8002
N 0.8414 1.0803 -0.1979
C 1.4056 1.6823 -1.3473
C 0.6106 1.7963 -2.4803
C 1.0580 2.4740 -3.6017
C 2.3157 3.0600 -3.5900
C 3.1483 2.9088 -2.4996
C 2.7456 2.1760 -1.3697
N 3.6729 1.9262 -0.4093
H -0.3904 1.3806 -2.4448
H 0.4210 2.5641 -4.4706
H 2.6475 3.6285 -4.4483
H 4.1514 3.3131 -2.5025
C 0.7445 1.7478 0.9184
C 0.6309 2.3703 1.9638
C 0.3496 3.1599 3.1071
C 0.4761 2.6490 4.4048
C 0.1186 3.4287 5.4893
C -0.3747 4.7129 5.2973
C -0.4818 5.2351 4.0138
C -0.1143 4.4720 2.9224
H 0.8704 1.6512 4.5465
H 0.2320 3.0402 6.4926
H -0.6672 5.3134 6.1482
H -0.8433 6.2441 3.8671
H -0.1808 4.8683 1.9178
*
```

The computed Löwdin charges, all in e, follow:
1. Ru 1.35
2. Br 0.76
3. C -0.69
4. C -0.09
5. C 0.01
6. C -0.32
7. O -0.23
8. C -0.13
9. C -0.04
10. N -0.07
11. C -0.19
12. C 0.01
13. C -0.04
14. C -0.01
15. C -0.14
16. C 0.03
17. C -0.02
18. C -0.08
19. N -0.04
20. C -0.15
21. C -0.08
22. H 0.11
23. H 0.12
24. H 0.12
25. H 0.11
26. H 0.12
27. H 0.12
28. H 0.13
29. H 0.12
30. H 0.09
31. H 0.11
32. Se 0.81
33. N -0.12
34. C -0.24
35. C -0.04
36. C -0.07
37. C -0.07
38. C -0.01
39. C -0.34
40. N -0.44
41. H 0.10
42. H 0.11
43. H 0.11
44. H 0.12
45. C -0.13
46. C 0.07
47. C -0.24
48. C -0.03
49. C -0.07
50. C -0.06
51. C -0.07
52. C -0.02
53. H 0.12
54. H 0.11
55. H 0.11
56. H 0.11
57. H 0.12